[1]
{
  "formula": "C27H55INO10P",
  "method": "the ωB97M-V functional and the def2-TZVPD basis",
  "species": ["C", "C", "C", "I", "C", "C", "C", "C", "C", "C", "O", "C", "O", "C", "C", "C", "C", "C", "N", "P", "O", "O", "H", "H", "H", "H", "H", "H", "H", "H", "H", "H", "H", "H", "H", "H", "H", "H", "H", "H", "H", "H", "H", "H", "H", "H", "H", "H", "H", "H", "H", "H", "H", "O", "C", "O", "C", "C", "C", "H", "H", "H", "H", "H", "H", "H", "H", "O", "C", "O", "C", "C", "C", "H", "H", "H", "H", "H", "H", "H", "H", "O", "C", "O", "C", "C", "C", "H", "H", "H", "H", "H", "H", "H", "H"],
  "xyz": [[-5.99473, 3.25719, 1.69239], [-4.62379, 3.69878, 1.17942], [-4.07156, 3.01630, -0.07240], [-5.69816, 2.25580, -1.37388], [-2.95533, 3.85897, -0.80945], [-1.64957, 3.07441, -0.67309], [-0.42689, 3.55253, -1.45578], [0.65016, 2.46704, -1.60587], [1.22272, 2.02709, -0.26439], [0.19877, 1.27313, -2.43709], [-2.87854, 5.20814, -0.34613], [-1.83789, 5.64221, 0.43497], [-1.04136, 6.41250, -0.01794], [-1.78319, 5.22327, 1.87661], [-0.41279, 4.65490, 2.27822], [-0.52276, 3.71667, 3.47540], [-1.40421, 2.47359, 3.26480], [-0.82369, 1.19164, 3.84233], [0.06974, 0.55690, 2.86893], [-3.56877, 4.11489, -2.60580], [-2.73798, 2.96643, -3.43544], [-2.84345, 5.43944, -3.17713], [-6.10270, 3.62482, 2.71454], [-6.80418, 3.69466, 1.11524], [-6.08858, 2.17443, 1.73922], [-4.65770, 4.77293, 1.02148], [-3.92931, 3.43543, 1.97910], [-3.60223, 2.08528, 0.22474], [-1.37202, 2.97701, 0.38049], [-1.88054, 2.05358, -0.98830], [-0.69191, 3.90501, -2.44911], [0.05147, 4.38996, -0.94492], [1.46426, 2.95481, -2.15166], [1.47677, 2.92097, 0.31803], [0.51969, 1.44950, 0.33509], [2.14530, 1.47386, -0.39893], [1.05287, 0.68462, -2.76896], [-0.37208, 1.58027, -3.31435], [-0.41766, 0.59394, -1.84296], [-1.94540, 6.14469, 2.43907], [-2.58365, 4.54770, 2.15912], [0.09223, 4.18933, 1.43071], [0.21809, 5.49304, 2.57425], [-0.95290, 4.29508, 4.29727], [0.47411, 3.42971, 3.81666], [-2.36914, 2.64822, 3.74668], [-1.62907, 2.30474, 2.21158], [-0.33613, 1.41335, 4.79871], [-1.63896, 0.49285, 4.02675], [0.86045, 1.15609, 2.66147], [0.42461, -0.32474, 3.21511], [-2.80154, 2.11697, -2.98058], [-1.91932, 5.33086, -3.44443], [2.89285, -0.59701, -0.67318], [2.46529, -1.70286, -0.89358], [1.13636, -1.87458, -0.89417], [0.51035, -3.11750, -1.24641], [0.45982, -4.08818, -0.08912], [3.38838, -2.88303, -1.09228], [0.99146, -3.54469, -2.12790], [-0.49891, -2.83467, -1.54020], [1.45925, -4.36988, 0.24621], [-0.07718, -4.98953, -0.37687], [-0.06226, -3.63926, 0.75451], [3.73358, -3.22217, -0.11617], [4.24692, -2.54026, -1.66470], [2.94192, -3.72008, -1.62117], [8.84685, -2.64549, 0.46600], [8.32084, -1.63115, 0.09845], [7.02434, -1.67602, -0.26850], [6.26677, -0.50678, -0.61205], [6.48717, -0.09320, -2.05212], [9.08863, -0.33244, -0.01283], [6.46862, 0.30598, 0.08679], [5.22813, -0.79093, -0.47408], [7.52442, 0.18391, -2.24350], [5.85199, 0.75787, -2.29806], [6.24001, -0.91908, -2.72026], [9.65863, -0.35311, -0.94118], [9.78627, -0.28585, 0.81910], [8.47247, 0.56182, 0.00095], [-2.46615, -5.51758, 0.27734], [-2.87893, -6.57965, -0.10284], [-2.73214, -7.64774, 0.70569], [-3.28960, -8.93237, 0.40601], [-2.41204, -9.73714, -0.52910], [-3.49464, -6.74884, -1.47360], [-4.30775, -8.82740, 0.02925], [-3.35853, -9.42622, 1.37340], [-2.30487, -9.25337, -1.50008], [-2.83936, -10.72754, -0.68647], [-1.41610, -9.85056, -0.10159], [-2.68799, -6.82003, -2.20297], [-4.07755, -5.85741, -1.68943], [-4.13885, -7.61674, -1.57911]],
  "atomic_forces_ev_per_a": [[0.19, 0.13, 0.31], [-0.72, -0.44, -0.07], [0.26, 0.45, 0.18], [0.20, -0.28, 0.37], [-0.15, -0.81, -0.13], [0.18, -0.04, -0.23], [0.33, -0.01, 0.19], [0.09, 0.11, -0.13], [0.14, 0.72, 0.17], [-0.15, -0.16, 0.07], [-0.08, 0.15, 0.10], [0.22, 0.16, -0.16], [-0.09, 0.06, -0.01], [0.04, -0.12, 0.25], [0.15, 0.32, 0.23], [-0.16, 0.05, -0.03], [-0.19, 0.14, 0.32], [0.04, -0.16, -0.37], [-0.10, 0.13, 0.04], [-1.06, 1.03, -0.33], [0.19, -0.25, 0.15], [0.68, -0.19, -0.15], [-0.04, 0.05, 0.03], [-0.08, -0.19, -0.16], [-0.11, -0.06, -0.15], [0.22, 0.07, 0.13], [0.08, 0.26, -0.10], [-0.19, -0.20, -0.06], [-0.13, -0.01, -0.01], [-0.02, -0.06, -0.02], [-0.13, -0.04, -0.05], [-0.14, 0.09, -0.02], [0.02, 0.00, -0.04], [0.01, 0.00, 0.02], [-0.01, -0.23, -0.10], [-0.14, -0.24, 0.04], [0.07, -0.01, 0.00], [0.03, 0.05, -0.08], [-0.06, -0.02, 0.00], [-0.09, 0.03, 0.06], [0.16, 0.08, -0.23], [-0.12, -0.16, 0.04], [0.14, 0.02, -0.15], [0.09, 0.01, 0.11], [0.09, -0.07, -0.13], [-0.06, 0.02, 0.00], [0.12, -0.07, -0.08], [-0.06, -0.02, 0.12], [0.01, -0.07, 0.11], [0.07, -0.08, 0.01], [0.09, 0.04, 0.02], [0.02, -0.11, -0.21], [0.03, 0.13, 0.17], [0.17, -0.23, -0.11], [-0.01, -0.02, 0.25], [-0.02, 0.06, -0.11], [-0.09, -0.14, -0.03], [0.18, 0.08, 0.10], [-0.10, 0.02, -0.33], [0.03, 0.01, 0.02], [0.00, 0.04, 0.02], [0.01, -0.02, -0.06], [-0.05, 0.01, 0.01], [-0.07, -0.03, -0.02], [0.02, 0.01, 0.01], [0.07, 0.01, 0.10], [-0.03, -0.03, 0.09], [0.01, 0.01, 0.01], [0.05, -0.01, -0.09], [-0.07, -0.03, 0.10], [-0.03, 0.10, -0.15], [0.12, -0.04, 0.00], [-0.12, 0.08, 0.18], [0.06, -0.02, 0.00], [-0.01, 0.00, 0.08], [-0.01, 0.05, 0.02], [-0.03, -0.01, 0.00], [-0.04, 0.01, 0.00], [0.01, -0.01, -0.01], [0.07, -0.07, -0.05], [0.00, -0.01, -0.07], [-0.02, 0.00, -0.05], [0.07, -0.02, -0.04], [-0.04, 0.04, 0.05], [-0.03, -0.11, -0.03], [0.08, 0.09, -0.02], [-0.21, -0.03, 0.11], [0.01, 0.01, -0.02], [0.01, 0.02, 0.02], [-0.05, -0.02, -0.01], [0.00, -0.01, 0.01], [-0.01, -0.03, 0.02], [0.01, 0.00, 0.00], [0.09, 0.06, -0.02], [0.06, -0.03, -0.02]],
  "energy_ev": -68246.144,
  "spin_multiplicity": 1
}

[2]
{
  "formula": "C25H74N6O12",
  "method": "the ωB97M-V functional and the def2-TZVPD basis",
  "species": ["C", "C", "O", "H", "H", "H", "H", "H", "H", "C", "C", "O", "H", "H", "H", "H", "H", "H", "C", "C", "O", "H", "H", "H", "H", "H", "H", "C", "C", "O", "H", "H", "H", "H", "H", "H", "C", "C", "O", "H", "H", "H", "H", "H", "H", "C", "O", "N", "N", "H", "H", "H", "H", "C", "O", "N", "N", "H", "H", "H", "H", "C", "O", "N", "N", "H", "H", "H", "H", "C", "C", "C", "O", "H", "H", "H", "H", "H", "H", "H", "H", "C", "C", "C", "O", "H", "H", "H", "H", "H", "H", "H", "H", "C", "C", "C", "O", "H", "H", "H", "H", "H", "H", "H", "H", "C", "C", "C", "O", "H", "H", "H", "H", "H", "H", "H", "H"],
  "xyz": [[-2.05877, -1.95100, 3.23381], [-2.34523, -3.39762, 3.48559], [-1.82003, -4.28879, 2.57153], [-1.00235, -1.81210, 3.00406], [-2.30253, -1.21560, 4.00053], [-2.53456, -1.61039, 2.31419], [-3.37731, -3.65785, 3.72050], [-1.70877, -3.76564, 4.29031], [-0.87777, -4.10505, 2.57230], [4.24126, 2.01829, 0.47152], [4.70898, 1.26855, -0.70675], [5.94798, 0.67282, -0.40199], [3.78841, 2.98460, 0.24953], [4.86015, 2.09835, 1.36521], [3.51947, 1.35460, 0.94760], [4.95098, 1.97830, -1.49782], [3.96821, 0.50738, -0.95162], [6.57456, 1.29748, -0.02945], [-3.79328, 2.61367, 2.28369], [-2.45235, 2.38799, 2.92343], [-2.63065, 1.44777, 3.86956], [-4.59612, 2.79670, 2.99786], [-4.01120, 1.64819, 1.82713], [-3.61497, 3.43133, 1.58529], [-1.98442, 3.34017, 3.17342], [-1.89177, 1.93305, 2.10682], [-2.87810, 1.90789, 4.67496], [-4.87366, -2.60932, -0.44895], [-4.80844, -1.21608, 0.04136], [-5.80775, -0.58299, -0.57751], [-4.77606, -2.65685, -1.53353], [-5.85021, -3.07929, -0.33239], [-4.03893, -3.15143, -0.00462], [-3.80801, -0.80687, -0.09931], [-5.00470, -1.18348, 1.11306], [-6.63785, -0.97766, -0.30045], [-0.44334, -0.17025, 0.47547], [0.73840, 0.24809, -0.27897], [1.73389, -0.69771, 0.09066], [-1.33679, 0.39994, 0.22107], [-0.38567, -0.07781, 1.56001], [-0.75458, -1.18619, 0.23234], [0.99687, 1.29362, -0.11116], [0.57599, 0.29352, -1.35585], [2.09620, -0.42013, 0.93522], [2.91592, -3.96965, -1.16979], [3.06984, -5.16018, -1.35647], [3.09355, -3.00027, -2.05451], [2.58970, -3.54931, 0.06941], [3.42638, -3.31226, -2.95562], [3.18059, -2.01995, -1.82762], [2.25495, -2.59811, 0.12655], [2.31533, -4.28000, 0.71044], [4.42984, -2.16095, 3.91266], [5.51964, -2.61188, 3.86219], [3.50362, -2.65016, 4.67815], [4.00647, -1.19576, 3.14410], [2.56788, -2.41255, 4.38144], [3.85571, -3.43702, 5.20444], [3.06597, -0.83130, 3.19638], [4.58629, -0.85091, 2.39245], [1.70655, 1.33897, 3.18771], [1.80810, 0.23858, 2.67524], [2.70373, 2.08007, 3.45269], [0.56721, 1.84349, 3.60423], [2.50783, 3.04711, 3.66845], [3.65051, 1.79140, 3.25175], [-0.30771, 1.38015, 3.40441], [0.42538, 2.64390, 4.20367], [-1.24239, -3.62561, -1.61104], [-0.91778, -5.11522, -1.68801], [-0.67767, -5.79370, -0.32589], [-1.99896, -5.82183, -2.36731], [-0.42309, -2.98162, -1.29146], [-2.05030, -3.34877, -0.93373], [-1.63956, -3.29613, -2.57114], [0.02371, -5.20638, -2.22966], [-0.62158, -6.87950, -0.40327], [-1.50141, -5.55571, 0.34710], [0.27523, -5.45878, 0.08388], [-1.61894, -6.70225, -2.41253], [0.64495, 3.36080, -4.38181], [2.09303, 3.03589, -4.50015], [2.59760, 1.71522, -3.85448], [2.29736, 2.68683, -5.82042], [0.06062, 2.58802, -4.88127], [0.49745, 4.34438, -4.82781], [0.37717, 3.42665, -3.32727], [2.66601, 3.95152, -4.35378], [2.47316, 1.80167, -2.77506], [3.61618, 1.48619, -4.16775], [1.95787, 0.85908, -4.06862], [3.19438, 2.35960, -5.91978], [-1.26180, -0.60485, -3.72682], [-2.41756, 0.17019, -3.03059], [-2.10375, 1.52858, -2.60164], [-3.50781, 0.38498, -3.84071], [-0.61366, -1.03786, -2.96490], [-0.67389, -0.04117, -4.45121], [-1.83352, -1.32632, -4.31052], [-2.84132, -0.48346, -2.26818], [-2.53425, 1.79915, -1.63750], [-2.26960, 2.28324, -3.37046], [-1.03786, 1.56917, -2.37729], [-4.16510, 0.56198, -3.16378], [-1.01375, 4.00637, -0.48520], [-0.13182, 4.91701, 0.35114], [-0.55454, 6.35977, 0.37792], [-0.20232, 4.53293, 1.70132], [-0.66717, 3.00780, -0.75135], [-1.11664, 4.32287, -1.52315], [-2.02905, 3.91497, -0.09933], [0.90532, 4.81159, 0.03282], [-1.64344, 6.40761, 0.36764], [-0.22027, 6.77832, -0.57138], [-0.29479, 6.87430, 1.30306], [0.40739, 3.80679, 1.85158]],
  "atomic_forces_ev_per_a": [[0.11, 0.78, -1.13], [0.86, -0.44, 2.61], [-0.07, -0.65, -2.89], [0.31, -0.15, 0.22], [-0.22, -0.42, 0.25], [-0.37, 0.02, -0.11], [-0.03, 0.16, -0.34], [-0.77, 1.01, 1.73], [0.15, -0.28, -0.37], [-2.03, 0.02, 2.00], [1.98, 1.03, -0.24], [0.54, -1.83, -0.05], [-0.10, -0.05, 0.09], [1.15, 0.42, -0.65], [-0.90, 0.32, -0.08], [-0.82, -0.15, -0.64], [0.41, -0.03, -0.47], [-0.26, 0.24, -0.07], [0.19, 0.16, -0.39], [-0.80, 1.22, -2.84], [0.89, -1.69, 3.01], [0.12, 0.44, 0.03], [-0.40, 0.30, -0.52], [-0.85, -0.08, -0.37], [0.27, -0.12, 0.59], [0.66, 0.13, 0.09], [-0.18, -0.31, 0.30], [1.15, -1.43, -0.47], [0.75, -1.89, 1.74], [-2.24, 3.43, -1.91], [0.48, 0.29, -0.14], [0.04, -0.10, 0.81], [-0.34, -0.73, 0.01], [-0.17, 0.51, -0.46], [0.42, -0.13, 0.53], [-0.03, 0.06, -0.10], [-2.86, 0.13, 0.33], [0.44, 0.04, -0.01], [1.06, 0.34, -1.34], [-0.16, 0.44, -0.25], [0.55, -0.13, -0.11], [0.38, -0.22, 0.06], [0.50, 0.15, 0.71], [0.07, -0.86, -0.17], [-0.08, 0.12, 0.52], [0.11, -1.38, 2.09], [0.08, -0.81, -1.22], [0.41, 1.16, -2.42], [-0.36, 0.85, 0.72], [-0.02, 0.23, 0.17], [-0.11, -0.35, 0.18], [-0.29, -0.17, 0.61], [0.04, 0.41, -0.11], [0.46, 0.15, -1.22], [4.23, -1.37, 0.14], [-2.42, -1.07, 2.44], [-0.82, 3.19, -2.31], [-0.12, -0.88, 0.88], [-1.03, -0.10, 0.04], [0.28, 0.00, -0.17], [0.04, -0.28, 0.24], [-1.55, -1.86, 0.08], [-0.55, -1.36, -1.00], [4.35, 3.45, 0.82], [-3.82, 0.73, 0.43], [0.60, -0.17, 0.11], [-0.28, 0.05, 0.04], [0.27, -0.29, -0.01], [0.60, -0.11, -0.14], [-0.84, 0.10, -0.03], [-0.13, -0.19, 0.78], [-0.28, 0.57, -0.20], [1.06, 0.76, 0.35], [0.42, -0.32, -0.29], [-0.16, -0.59, 0.37], [0.43, 0.03, -0.25], [-0.05, -0.12, -0.50], [0.05, -0.04, -0.24], [0.09, 0.03, 0.14], [-0.03, 0.09, 0.14], [-0.43, -0.36, -0.27], [-0.16, 0.12, 0.65], [0.92, -1.87, -0.23], [-1.05, 1.17, 2.02], [-0.06, 0.41, -3.33], [-0.14, 0.15, 0.05], [-0.33, -0.14, -0.15], [-0.24, -0.01, 0.04], [0.42, -0.14, 1.05], [0.76, -0.11, 0.44], [0.04, 0.10, 0.35], [-0.16, 0.23, -0.68], [-0.02, 0.08, -0.17], [-1.59, 0.51, -0.05], [1.09, -1.04, -0.25], [2.61, 1.39, 2.08], [-2.16, -0.76, -1.98], [-0.06, -0.22, -0.23], [-0.05, 0.39, 0.19], [0.55, -0.64, 0.10], [0.87, -0.14, 0.80], [-0.61, 0.22, -0.18], [-0.27, -0.22, 0.05], [0.39, 0.26, 0.06], [-0.87, 0.16, -0.61], [-0.36, -0.08, -1.33], [0.00, -0.46, 0.21], [-0.92, -0.09, -1.00], [0.21, -0.73, 1.36], [0.53, -0.27, 1.08], [-0.14, 0.90, -0.07], [0.07, 0.12, 0.24], [0.18, 0.19, -0.27], [-0.20, -0.07, -0.13], [0.10, 0.73, 0.34], [0.72, 0.03, -0.41], [-0.14, -0.29, 0.04]],
  "de_lowest_ev": 5.168,
  "spin_multiplicity": 1,
  "smiles": "NC(N)=O.NC(N)=O.NC(N)=O.CC(C)O.CC(C)O.CC(C)O.CC(C)O.CCO.CCO.CCO.CCO.CCO"
}

[3]
{
  "formula": "C5H7NO",
  "method": "the ωB97M-V functional and the def2-TZVPD basis",
  "species": ["C", "C", "N", "C", "C", "C", "O", "H", "H", "H", "H", "H", "H", "H"],
  "xyz": [[-1.05201, 0.56166, -1.66076], [1.53199, 0.25832, 1.19115], [-0.10270, -0.01048, -0.72532], [0.29528, 0.80387, 0.53249], [-0.40589, -1.17622, -0.16717], [-0.81999, -1.95606, 0.66400], [-0.13560, 1.91235, 0.63644], [-2.07502, 0.35799, -1.33834], [-0.94865, 1.64964, -1.74274], [-0.90921, 0.14358, -2.67053], [2.31008, 0.02640, 0.46692], [1.33021, -0.64392, 1.75546], [1.92109, 0.95827, 1.92491], [-0.93957, -2.88539, 1.13346]],
  "atomic_forces_ev_per_a": [[-0.59, 0.32, -0.53], [-0.11, -0.33, 1.05], [1.28, 1.41, 1.97], [0.92, 1.04, -3.47], [-1.25, -1.07, 0.71], [0.39, -0.21, -0.97], [-0.30, -0.45, 0.61], [-0.06, 0.01, -0.05], [0.28, -0.31, 0.27], [0.07, -0.01, 0.49], [-0.23, 0.07, -0.22], [-0.09, -0.25, -0.11], [-0.14, 0.35, -0.18], [-0.16, -0.57, 0.43]],
  "de_lowest_ev": 2.966,
  "spin_multiplicity": 1,
  "smiles": "C#CN(C)C(C)=O"
}